The following is a quantum chemistry calculation of C60H47BrCrF9O4 as an isolated structure, from OMol25.

Values from the calculation:
HOMO level (alpha / beta) ... -4.4 / -4.4 eV
Energy above the lowest of the compared OMol25 structures with the same formula, charge and spin ... 0.0 kcal per mole
⟨S²⟩ ... 6.01

Structure (ORCA input):
```
! RIJCOSX wB97M-V def2-TZVPD def2/J DEFGRID3
* xyz -1 5
Cr 0.228 2.225 0.022
Br -0.107 -0.301 0.109
C 1.240 6.315 -0.249
C 2.345 6.846 -0.787
C 3.366 5.960 -1.505
O 4.568 6.381 -1.915
C 3.105 4.613 -1.763
C 1.907 4.010 -1.257
C 0.898 4.847 -0.380
O 0.019 4.257 0.263
O 1.702 2.793 -1.316
O 2.576 8.104 -0.552
H 0.499 6.957 0.205
H 3.820 3.924 -2.188
F -5.749 -2.456 -3.111
C -4.514 -2.851 -2.677
C -3.576 -3.492 -3.467
C -2.355 -3.793 -2.905
C -2.096 -3.440 -1.569
C -3.069 -2.716 -0.814
C -4.277 -2.518 -1.374
H -3.786 -3.853 -4.463
H -1.659 -4.399 -3.466
H -1.220 -3.859 -1.095
H -2.798 -2.559 0.220
H -5.044 -1.937 -0.885
F 0.581 -5.935 4.914
C 1.027 -5.034 4.058
C 2.376 -4.804 3.839
C 2.781 -3.848 2.928
C 1.892 -3.174 2.093
C 0.509 -3.456 2.242
C 0.139 -4.357 3.217
H 3.025 -5.254 4.575
H 3.838 -3.685 2.780
H 2.125 -2.366 1.416
H -0.268 -2.979 1.663
H -0.896 -4.559 3.452
F -0.848 2.196 -1.976
C -1.564 2.101 -3.100
C -1.704 3.208 -3.882
C -2.289 3.048 -5.138
C -2.946 1.898 -5.473
C -3.048 0.811 -4.583
C -2.271 0.917 -3.357
H -1.082 4.062 -3.658
H -2.299 3.911 -5.786
H -3.530 1.882 -6.381
H -3.599 -0.094 -4.792
H -2.164 0.214 -2.543
F 5.577 -5.775 -1.646
C 4.885 -4.688 -1.406
C 5.528 -3.555 -1.052
C 4.815 -2.377 -0.866
C 3.440 -2.430 -1.041
C 2.708 -3.631 -1.256
C 3.471 -4.738 -1.534
H 6.607 -3.522 -1.015
H 5.223 -1.449 -0.496
H 2.849 -1.535 -0.919
H 1.635 -3.742 -1.289
H 3.025 -5.719 -1.602
F -2.000 2.440 0.419
C -3.273 2.559 0.034
C -3.793 3.851 -0.082
C -5.142 3.978 -0.468
C -5.861 2.834 -0.902
C -5.293 1.584 -0.696
C -4.027 1.454 -0.243
H -3.292 4.757 0.227
H -5.532 4.983 -0.538
H -6.889 2.918 -1.222
H -5.867 0.669 -0.726
H -3.542 0.515 -0.021
F 2.976 0.856 -5.753
C 2.371 -0.325 -5.343
C 1.376 -0.307 -4.330
C 0.771 -1.487 -3.799
C 1.275 -2.711 -4.336
C 2.207 -2.691 -5.396
C 2.666 -1.508 -5.916
H 1.068 0.676 -4.004
H 0.093 -1.392 -2.963
H 0.841 -3.637 -3.989
H 2.393 -3.678 -5.793
H 3.406 -1.443 -6.700
F -0.096 2.199 2.493
C -0.376 2.749 3.693
C -0.153 1.951 4.822
C -0.487 2.457 6.081
C -1.036 3.737 6.221
C -1.178 4.556 5.089
C -0.844 4.093 3.821
H 0.199 0.938 4.697
H -0.459 1.798 6.936
H -1.311 4.059 7.214
H -1.571 5.546 5.269
H -0.984 4.783 3.003
F 2.087 1.908 1.208
C 3.253 1.318 1.437
C 4.423 1.698 0.761
C 5.619 1.060 1.067
C 5.565 -0.070 1.900
C 4.398 -0.437 2.593
C 3.219 0.267 2.328
H 4.398 2.596 0.163
H 6.534 1.415 0.617
H 6.503 -0.581 2.063
H 4.292 -1.238 3.309
H 2.308 -0.079 2.794
F -5.261 -1.349 2.573
C -4.168 -1.550 3.279
C -2.934 -1.297 2.659
C -1.821 -1.502 3.465
C -1.962 -2.134 4.705
C -3.213 -2.428 5.223
C -4.350 -2.131 4.544
H -2.767 -0.767 1.733
H -0.837 -1.308 3.064
H -1.068 -2.455 5.218
H -3.067 -3.009 6.121
H -5.355 -2.282 4.909
*
```

Löwdin population analysis, charges in e, atoms 1 to 5: number 1, Cr, carries 0.532; number 2, Br, carries 0.137; number 3, C, carries 0.000; number 4, C, carries -0.391; number 5, C, carries -0.294

=====

The following is a quantum chemistry calculation of C60H47BrFeN4OSi as an isolated structure, from OMol25.

Values from the calculation:
HOMO level (alpha / beta) ... -3.9 / -3.9 eV
⟨S²⟩ ... 0.76

Structure (ORCA input):
```
! RIJCOSX wB97M-V def2-TZVPD def2/J DEFGRID3
* xyz -1 2
Fe 0.856 0.136 -0.881
C 1.050 6.979 -3.912
C 0.401 7.021 -2.689
C 0.220 5.869 -1.944
C 0.676 4.643 -2.425
C 1.307 4.608 -3.673
C 1.502 5.764 -4.401
C 0.515 3.358 -1.735
C 1.083 3.104 -0.473
C 1.461 4.063 0.496
C 1.778 3.370 1.639
C 1.679 1.991 1.329
C 2.141 0.933 2.144
C 2.298 1.222 3.609
C 3.480 2.085 3.880
C 3.850 2.573 5.070
C 3.174 2.396 6.335
C 2.065 1.684 6.558
C 1.318 0.917 5.530
C 2.504 -0.310 1.597
N 2.030 -0.793 0.412
C 2.620 -2.007 0.203
C 2.254 -2.917 -0.808
C 3.064 -4.130 -0.969
C 4.406 -4.000 -1.326
C 5.179 -5.117 -1.575
C 4.635 -6.386 -1.454
C 3.315 -6.529 -1.059
C 2.536 -5.413 -0.820
C 1.142 -2.742 -1.655
C 0.598 -3.717 -2.526
C -0.505 -3.152 -3.118
C -0.596 -1.822 -2.639
N 0.411 -1.588 -1.750
C -1.488 -0.850 -3.150
C -1.291 0.529 -2.954
C -1.994 1.580 -3.590
C -1.341 2.749 -3.282
C -0.289 2.405 -2.403
N -0.289 1.064 -2.188
C -2.579 -1.289 -4.025
C -3.509 -2.234 -3.585
C -4.583 -2.594 -4.375
C -4.735 -2.051 -5.640
C -3.795 -1.148 -6.109
C -2.738 -0.763 -5.310
C 3.527 -2.277 1.255
C 3.441 -1.226 2.137
N 1.245 1.850 0.044
H 1.195 7.886 -4.483
H 0.027 7.964 -2.315
H -0.314 5.913 -1.004
H 1.661 3.658 -4.047
H 2.011 5.718 -5.353
H 1.469 5.125 0.352
H 2.092 3.790 2.576
H 4.090 2.300 3.015
H 4.746 3.178 5.105
H 3.638 2.900 7.176
H 1.671 1.643 7.567
H 0.478 0.381 5.977
H 4.821 -3.009 -1.437
H 6.209 -5.001 -1.882
H 5.237 -7.257 -1.667
H 2.891 -7.517 -0.943
H 1.513 -5.531 -0.496
H 0.988 -4.703 -2.692
H -1.159 -3.592 -3.847
H -2.880 1.474 -4.181
H -1.591 3.745 -3.597
H -3.397 -2.666 -2.606
H -5.315 -3.299 -4.001
H -5.573 -2.343 -6.260
H -3.894 -0.740 -7.106
H -2.002 -0.069 -5.686
H 4.130 -3.160 1.338
H 4.025 -1.073 3.023
Br 2.653 0.456 -2.257
C -3.020 -2.054 -0.061
C -2.278 -2.080 1.275
C -1.185 -3.150 1.174
C -3.286 -2.437 2.364
Si -1.504 -0.312 1.525
O -0.580 -0.065 0.273
C -3.010 0.848 1.508
C -3.676 1.235 2.665
C -4.849 1.968 2.602
C -5.372 2.333 1.373
C -4.706 1.978 0.212
C -3.536 1.246 0.285
C -0.432 -0.007 3.084
C -0.186 1.260 3.465
C 0.972 1.741 4.275
C 2.234 0.046 4.633
C 1.506 -1.162 4.175
C 0.322 -1.154 3.555
H -3.465 -3.031 -0.262
H -2.326 -1.807 -0.858
H -3.818 -1.317 -0.057
H -1.537 -4.010 0.602
H -0.887 -3.513 2.157
H -0.306 -2.754 0.670
H -3.653 -3.453 2.219
H -4.137 -1.761 2.313
H -2.850 -2.367 3.358
H -3.264 0.958 3.626
H -5.366 2.258 3.508
H -6.292 2.899 1.316
H -5.105 2.268 -0.751
H -3.018 0.963 -0.618
H -0.796 2.051 3.049
H 0.918 2.815 4.447
H 3.193 -0.210 5.088
H 1.965 -2.112 4.421
H -0.119 -2.112 3.329
*
```

Löwdin population analysis, charges in e, atoms 1 to 5: number 1, Fe, carries 0.270; number 2, C, carries -0.104; number 3, C, carries -0.095; number 4, C, carries -0.038; number 5, C, carries -0.190

=====

The following is a quantum chemistry calculation of C60H50F6IN2O4P2SSeSn as an isolated structure, from OMol25.

Values from the calculation:
HOMO level ... -4.6 eV

Structure (ORCA input):
```
! RIJCOSX wB97M-V def2-TZVPD def2/J DEFGRID3
* xyz -1 1
Sn -0.560 -1.733 1.278
O 0.769 3.125 1.475
S 0.639 2.256 0.294
C 1.886 2.961 -0.860
C 2.452 4.167 -0.467
C 3.320 4.838 -1.308
C 3.614 4.309 -2.559
C 3.104 3.077 -2.921
C 2.260 2.368 -2.062
P 1.850 0.610 -2.417
C 1.240 0.721 -4.148
C 1.333 -0.398 -4.978
C 0.882 -0.345 -6.287
C 0.291 0.813 -6.772
C 0.126 1.906 -5.934
C 0.601 1.862 -4.631
C 3.610 0.084 -2.717
C 4.256 0.071 -3.953
C 5.578 -0.340 -4.054
C 6.278 -0.742 -2.926
C 5.647 -0.724 -1.692
C 4.327 -0.314 -1.591
C -0.738 3.004 -0.667
C -0.693 4.384 -0.826
C -1.689 5.047 -1.513
C -2.745 4.322 -2.047
C -2.822 2.958 -1.846
C -1.836 2.267 -1.128
P -2.073 0.454 -0.755
C -2.863 0.059 -2.374
C -2.026 0.086 -3.487
C -2.538 -0.069 -4.763
C -3.899 -0.276 -4.942
C -4.734 -0.345 -3.837
C -4.221 -0.179 -2.557
C -3.581 0.504 0.290
C -4.008 -0.735 0.767
C -5.144 -0.837 1.550
C -5.863 0.303 1.872
C -5.442 1.539 1.408
C -4.305 1.644 0.619
H 2.210 4.546 0.519
H 3.764 5.774 -0.997
H 4.256 4.849 -3.244
H 3.365 2.651 -3.880
H 1.773 -1.312 -4.597
H 1.006 -1.206 -6.932
H -0.054 0.854 -7.797
H -0.364 2.800 -6.299
H 0.476 2.721 -3.982
H 3.736 0.379 -4.849
H 6.068 -0.354 -5.020
H 7.311 -1.060 -3.003
H 6.172 -1.036 -0.798
H 3.849 -0.310 -0.618
H 0.132 4.933 -0.393
H -1.641 6.121 -1.640
H -3.525 4.828 -2.603
H -3.677 2.416 -2.227
H -0.965 0.240 -3.343
H -1.874 -0.017 -5.618
H -4.311 -0.385 -5.938
H -5.796 -0.514 -3.968
H -4.884 -0.232 -1.703
H -3.437 -1.623 0.525
H -5.455 -1.806 1.917
H -6.739 0.233 2.504
H -5.990 2.435 1.671
H -3.981 2.620 0.286
I 0.492 -4.799 2.961
C 1.786 -4.783 1.299
C 2.699 -5.807 1.114
C 3.492 -5.754 -0.021
C 3.330 -4.710 -0.914
C 2.371 -3.755 -0.629
N 1.632 -3.782 0.470
H 2.785 -6.612 1.830
H 4.214 -6.537 -0.216
H 3.923 -4.638 -1.816
H 2.155 -2.941 -1.304
C 1.164 3.353 6.823
C 0.244 2.440 6.055
C -0.611 2.937 5.083
C -1.441 2.093 4.357
C -2.350 2.635 3.293
C -1.419 0.725 4.618
C -0.592 0.209 5.615
C -0.606 -1.262 5.925
C 0.231 1.076 6.318
C -2.334 -0.195 3.843
O -3.499 -0.327 4.185
O -1.793 -0.835 2.846
H 1.240 4.325 6.334
H 2.164 2.922 6.895
H 0.794 3.513 7.839
H -0.627 4.001 4.873
H -2.270 3.720 3.224
H -3.386 2.355 3.493
H -2.081 2.210 2.325
H -0.389 -1.843 5.026
H -1.592 -1.569 6.282
H 0.139 -1.507 6.682
H 0.886 0.676 7.085
C -2.369 -3.420 -2.781
C -2.007 -3.880 -1.358
O -1.440 -2.932 -0.578
C -1.045 -5.091 -1.527
F -0.664 -5.631 -0.355
F -1.541 -6.109 -2.274
F 0.080 -4.699 -2.167
C -3.309 -4.400 -0.675
F -3.786 -5.566 -1.177
F -3.139 -4.591 0.644
F -4.315 -3.507 -0.815
H -1.469 -3.025 -3.251
H -3.102 -2.624 -2.716
H -2.770 -4.246 -3.369
Se 1.874 -0.644 2.436
C 2.741 -0.772 4.130
C 3.337 0.359 4.689
C 4.018 0.235 5.886
N 4.156 -0.910 6.555
C 3.575 -1.982 6.018
C 2.862 -1.970 4.831
H 3.253 1.312 4.184
H 4.493 1.100 6.341
H 3.699 -2.909 6.571
H 2.411 -2.878 4.458
*
```

Löwdin population analysis, charges in e, atoms 1 to 5: number 1, Sn, carries 1.122; number 2, O, carries -0.504; number 3, S, carries 0.889; number 4, C, carries -0.357; number 5, C, carries -0.094

=====

Q: Number 2 is which compound?
A: C60H47BrFeN4OSi